DFT (ωB97M-V/def2-TZVPD) results for 13 unconnected molecules or ions with the total composition H26O13 in a non-equilibrium geometry.

Structure (XYZ):
```
39
H26O13 (ωB97M-V/def2-TZVPD)
O -0.1369 0.3825 -0.6639
H 0.2511 -0.4925 -0.6869
H -0.6889 0.2395 0.0881
O -0.0999 0.0305 3.0171
H -0.2839 1.0075 2.8541
H -0.8199 -0.4725 2.6571
O -1.5559 3.7235 -0.4559
H -1.4459 4.5265 0.0011
H -1.1029 3.0685 0.0751
O 1.5151 -3.8005 -1.7199
H 0.8361 -3.2485 -1.2809
H 2.2691 -3.8615 -1.1319
O -3.4059 1.7095 1.4621
H -3.7139 1.5465 0.6091
H -2.4949 1.9675 1.3061
O 2.2311 -1.2825 -2.1019
H 2.9051 -1.1025 -1.4679
H 1.9531 -2.2025 -2.0209
O 1.6071 2.0555 -2.6379
H 2.5191 1.9515 -2.3339
H 1.2151 1.3595 -2.0869
O 1.9371 1.8415 0.7221
H 1.4621 1.1335 0.2711
H 1.8651 2.6865 0.2141
O -2.0579 -0.7635 1.0041
H -2.7819 -0.1865 0.7991
H -2.2099 -1.5495 0.5111
O -0.7429 -1.8575 -3.0369
H 0.0601 -1.3325 -3.0369
H -1.3969 -1.3675 -2.5229
O 1.4091 -1.2875 1.2161
H 2.1751 -1.5095 1.6591
H 0.9281 -1.0675 1.9751
O -0.5599 2.3265 1.6771
H -0.6819 3.2625 1.8211
H 0.2991 2.0745 1.3921
O -0.4829 -3.1915 0.2201
H 0.0831 -2.6095 0.7341
H -0.8579 -3.7065 0.8991
```

As for the HOMO-LUMO gap: 10.96 eV. Its HOMO energy is -0.40799 hartree. The value obtained for the molar mass is 234.2 u. The calculation puts the energy above the lowest of the compared OMol25 structures with the same formula, charge and spin at 47.8 kcal/mol.

DFT (ωB97M-V/def2-TZVPD) results for 13 unconnected molecules or ions with the total composition H26O13.

Structure (XYZ):
```
39
H26O13 (ωB97M-V/def2-TZVPD)
O 0.0574 4.8697 -2.7782
H -0.0012 5.0834 -3.7094
H -0.6243 4.2122 -2.6395
O 1.8013 -0.8340 -3.6844
H 2.1779 -1.6068 -4.1054
H 2.5567 -0.2904 -3.4608
O -0.8031 -3.0525 -1.1875
H -0.8834 -3.9275 -1.5673
H -0.3944 -2.5285 -1.8765
O 0.8493 -1.5120 4.7261
H -0.0939 -1.3941 4.8385
H 1.2426 -0.8176 5.2546
O 1.2095 -4.6061 2.1182
H 1.8246 -4.2460 2.7571
H 0.7901 -3.8383 1.7297
O 3.8615 2.2205 -2.7706
H 3.9419 2.0501 -1.8321
H 3.4296 3.0731 -2.8236
O -4.5496 -3.3870 -0.4472
H -4.1637 -4.1356 0.0077
H -3.8559 -2.7275 -0.4553
O 4.5407 -1.0015 2.1492
H 3.7201 -0.6144 2.4542
H 5.0015 -0.2802 1.7206
O 0.0954 4.0437 2.4182
H 0.1564 3.3582 1.7530
H -0.7131 4.5109 2.2079
O 0.5037 1.9105 -6.2862
H -0.1631 1.2497 -6.4734
H 0.8962 1.6280 -5.4601
O -2.5835 -0.0926 4.9094
H -3.3878 -0.2125 5.4143
H -2.8822 0.1976 4.0475
O -4.3603 0.3372 1.2161
H -4.7144 0.6329 0.3774
H -5.1270 0.0515 1.7129
O 0.3364 0.8946 0.0726
H -0.2052 0.2185 0.4798
H 0.5133 0.5626 -0.8076
```

As for the HOMO-LUMO gap: 10.94 eV. Its HOMO energy is -0.40762 hartree. The value obtained for the molar mass is 234.2 u. The calculation puts the energy above the lowest of the compared OMol25 structures with the same formula, charge and spin at 64.8 kcal/mol.

DFT (ωB97M-V/def2-TZVPD) results for a molecular structure, H26O13 in a non-equilibrium geometry.

Structure (XYZ):
```
39
H26O13 (ωB97M-V/def2-TZVPD)
H -1.5058 0.4148 0.7838
H -0.1328 0.7465 0.2226
H -1.8026 -1.1110 -2.9911
H -3.1066 -1.1466 -3.7711
H 2.5069 -3.6600 -1.7327
H 2.0974 -2.8201 -0.5339
H 3.9182 -0.4471 -2.0141
H 4.4513 -0.2054 -0.6114
H 0.0373 -1.7931 0.0360
H -1.3967 -2.2936 0.0918
H -3.0096 1.2480 -2.2023
H -1.8336 1.2462 -1.2394
H 1.5175 1.2453 -0.3052
H 1.9044 1.1333 1.1603
H 3.7778 1.7306 0.7527
H 3.7567 0.4462 1.5650
H 2.1433 -1.4041 4.7881
H 1.8060 -0.8450 3.4156
H -4.3774 0.4129 3.1062
H -3.9707 -0.2835 1.8179
H 2.3731 -0.7481 0.6558
H 1.0787 -0.2608 1.2859
H -4.1450 3.9275 1.2030
H -5.4257 4.7412 1.2913
H 0.2574 -0.5591 -2.5250
H 0.4108 0.5096 -3.5947
O -0.8369 0.0904 0.1703
O -2.3941 -1.7138 -3.4556
O 1.8215 -3.0551 -1.4270
O 3.8267 -0.7500 -1.1037
O -0.8249 -1.5881 0.4148
O -2.6343 1.7352 -1.4601
O 2.2155 1.4801 0.3165
O 3.9081 1.3946 1.6466
O 1.5619 -1.5444 4.0323
O -4.1819 0.5851 2.1782
O 1.4350 -0.6290 0.4695
O -5.0470 3.9640 0.8653
O -0.1801 -0.1934 -3.3021
```

As for the HOMO-LUMO gap: 7.60 eV. Its HOMO energy is -0.29732 hartree. The value obtained for the molar mass is 234.2 u. The calculation puts the energy above the lowest of the compared OMol25 structures with the same formula, charge and spin at 203.5 kcal/mol.